Density functional theory data (wB97M-V/def2-TZVPD) for the ion C7H13N4O with charge +1 in a non-equilibrium geometry.

Cartesian coordinates (Å):
C -0.08 -1.49 -2.63
O -1.25 -0.68 -2.32
C -1.19 0.25 -1.18
N 0.08 0.70 -0.95
C 0.89 0.87 0.01
C 2.14 1.68 -0.20
C 0.85 0.46 1.51
N -0.33 -0.43 1.83
C -1.52 0.53 1.94
N -2.17 0.51 0.87
N -1.71 -0.45 0.01
C -0.78 -1.33 0.78
H -0.18 -2.39 -2.18
H 0.84 -0.94 -2.17
H 0.00 -1.54 -3.81
H -1.84 1.09 -1.53
H 2.58 1.45 -1.15
H 2.89 1.37 0.69
H 1.72 2.76 -0.23
H 1.81 0.01 1.91
H 0.66 1.35 2.07
H -0.11 -1.01 2.58
H -1.73 1.06 2.81
H -1.51 -2.10 1.16
H -0.06 -1.73 0.18

Values from the calculation:
- E_HOMO: -13.08 eV
- SMILES: CO[C@@H]1N=C(C)C[N@H+]2C=NN1C2
- M: 169.21 g/mol
- Lowest unoccupied orbital energy: -3.42 eV
- Charge: +1

Atomic partial charges in e from the Mulliken method, atoms 1 to 5: atom 1 (C): -0.50, atom 2 (O): -0.36, atom 3 (C): -0.04, atom 4 (N): -0.48, atom 5 (C): 0.85